C43H50BrN3O3P2PdTe | ωB97M-V/def2-TZVPD

Its multiplicity is 2. The calculation puts the LUMO energy (spin up / spin down) at 2.39 / 2.39 eV. The charge is -1. For the largest force on an atom, the calculation gives 1.65 eV Å⁻¹. Its HOMO energy (spin up / spin down) is -3.19 / -4.07 eV. As for the molar mass: 1032.8 g mol⁻¹. The calculation puts the orbital gap (spin up / spin down) at 5.586 / 6.456 eV. Its energy above the lowest of the compared OMol25 structures with the same formula, charge and spin is 0.0 kJ/mol.

Positions of all 104 atoms, in Å:
Pd  0.250  1.695  -0.567
C  2.555  0.606  -3.475
P  1.981  1.751  -2.160
C  3.594  2.236  -1.439
C  1.692  3.271  -3.172
C  0.977  4.348  -2.360
P  -0.628  3.714  -1.705
C  -1.377  3.241  -3.361
C  -1.559  5.295  -1.526
H  3.357  1.053  -4.066
H  1.721  0.349  -4.131
H  2.920  -0.314  -3.011
H  4.241  2.655  -2.213
H  4.072  1.377  -0.981
H  3.421  2.982  -0.662
H  1.086  2.992  -4.038
H  2.652  3.635  -3.549
H  0.794  5.233  -2.976
H  1.568  4.648  -1.491
H  -1.146  3.962  -4.153
H  -2.463  3.181  -3.246
H  -1.024  2.250  -3.656
H  -1.710  5.761  -2.504
H  -1.001  5.953  -0.865
H  -2.533  5.104  -1.070
C  -3.819  1.561  0.015
O  -2.905  0.912  -0.851
C  -3.259  -0.264  -1.405
C  -4.554  -0.741  -1.487
C  -4.777  -1.984  -2.070
Br  -6.569  -2.616  -2.196
C  -3.751  -2.755  -2.546
C  -2.437  -2.274  -2.463
C  -2.187  -1.019  -1.911
O  -0.921  -0.569  -1.846
C  -1.356  -3.164  -2.906
N  -1.525  -4.424  -3.228
C  -0.262  -4.901  -3.515
C  0.157  -6.183  -3.869
C  1.511  -6.394  -4.062
C  2.444  -5.357  -3.915
C  2.048  -4.081  -3.560
C  0.687  -3.875  -3.361
N  -0.044  -2.778  -2.982
H  -4.225  0.861  0.749
H  -4.638  2.023  -0.545
H  -3.239  2.321  0.531
H  -5.385  -0.161  -1.116
H  -3.912  -3.734  -2.972
H  -0.784  0.338  -1.368
H  -0.564  -6.985  -3.969
H  1.863  -7.385  -4.324
H  3.495  -5.565  -4.074
H  2.764  -3.277  -3.432
H  0.280  -1.858  -2.724
C  0.772  -5.937  4.230
C  0.476  -4.576  3.654
C  1.006  -3.423  4.216
C  0.744  -2.158  3.692
C  1.386  -0.979  4.385
C  -0.079  -2.012  2.556
Te  -0.672  0.035  1.854
N  -0.891  2.320  1.102
C  -0.578  3.538  1.434
O  0.197  4.363  0.811
C  -1.144  4.068  2.739
C  -1.991  3.288  3.525
C  -2.451  3.759  4.748
C  -2.073  5.017  5.202
C  -1.230  5.800  4.423
C  -0.768  5.326  3.201
C  1.344  0.193  1.110
C  1.758  -0.920  0.357
C  3.091  -1.268  0.232
C  4.058  -0.510  0.881
C  3.672  0.608  1.603
C  2.336  0.987  1.735
C  2.016  2.179  2.588
C  -0.607  -3.183  1.985
C  -1.480  -3.166  0.747
C  -0.326  -4.434  2.533
H  1.183  -5.855  5.236
H  1.498  -6.472  3.613
H  -0.133  -6.546  4.275
H  1.640  -3.504  5.095
H  1.742  -1.265  5.377
H  0.685  -0.151  4.490
H  2.241  -0.620  3.811
H  -2.274  2.308  3.164
H  -3.100  3.136  5.353
H  -2.434  5.383  6.155
H  -0.927  6.780  4.774
H  -0.102  5.918  2.587
H  1.001  -1.558  -0.084
H  3.373  -2.148  -0.334
H  5.103  -0.795  0.840
H  4.427  1.193  2.119
H  2.811  2.357  3.315
H  1.076  2.040  3.118
H  1.915  3.074  1.969
H  -1.537  -2.168  0.320
H  -2.499  -3.492  0.978
H  -1.084  -3.857  -0.001
H  -0.749  -5.319  2.063